{"formula": "C3H11NOS", "method": "ωB97M-V/def2-TZVPD", "species": ["C", "N", "C", "C", "S", "H", "H", "H", "H", "H", "H", "H", "H", "H", "O", "H", "H"], "coordinates": [[1.33027, 2.43597, 0.53839], [1.20025, 1.19427, -0.16241], [-0.01078, 0.62198, 0.47238], [-0.44040, -0.85087, 0.05139], [-1.89033, -1.64713, 0.92943], [1.20516, 2.15651, 1.62591], [0.42160, 3.11223, 0.32370], [2.07702, 3.08432, 0.25143], [0.95115, 1.09205, -1.15571], [0.17884, 0.45590, 1.51685], [-0.91138, 1.31762, 0.31541], [-0.84507, -0.83023, -1.00712], [0.38046, -1.52596, 0.23078], [-1.37201, -1.28867, 2.13012], [1.35424, -0.27935, -2.40844], [1.61741, -0.55320, -3.30496], [2.03199, -0.03399, -1.76576]], "nbo_charge": [-0.402, -0.670, -0.231, -0.493, -0.060, 0.201, 0.150, 0.204, 0.393, 0.179, 0.171, 0.225, 0.212, 0.112, -0.991, 0.496, 0.502], "e_above_lowest_kj_mol": 170.60, "homo_lumo_gap_ha": 0.3576, "lumo_energy_ev": 0.77, "total_energy_ev": -17660.6532, "e_homo_ev": -8.9641}



{"formula": "C20H19BrCuN2OS", "method": "ωB97M-V/def2-TZVPD", "species": ["Cu", "Br", "C", "C", "C", "C", "C", "C", "N", "C", "C", "C", "C", "C", "C", "N", "H", "H", "H", "H", "H", "H", "H", "H", "H", "C", "C", "C", "C", "C", "C", "C", "S", "C", "O", "H", "H", "H", "H", "H", "H", "H", "H", "H", "H"], "coordinates": [[0.91206, -1.13454, -0.95514], [-3.36857, 0.46597, 5.06312], [-2.68225, -0.17937, 3.43196], [-3.11376, -1.40557, 2.94500], [-2.61118, -1.88367, 1.74809], [-1.67253, -1.13959, 1.03712], [-1.24384, 0.07949, 1.54276], [-1.74855, 0.56972, 2.73546], [-1.10905, -1.53806, -0.20525], [-1.64491, -2.42143, -0.94095], [-1.04085, -2.76003, -2.24546], [-1.69341, -3.60676, -3.12318], [-1.12208, -3.85926, -4.36210], [0.08234, -3.25656, -4.67381], [0.67851, -2.42893, -3.73246], [0.13452, -2.18266, -2.54361], [-3.83470, -1.98571, 3.50357], [-2.94677, -2.85213, 1.40203], [-0.52382, 0.65893, 0.97755], [-1.41948, 1.52550, 3.11865], [-2.57256, -2.93307, -0.68735], [-2.63635, -4.05450, -2.83861], [-1.61276, -4.51354, -5.06977], [0.56680, -3.41986, -5.62563], [1.62864, -1.95383, -3.93691], [-0.46570, 4.82721, 0.49886], [0.43080, 3.63243, 0.65991], [0.85014, 2.89634, -0.44933], [1.66090, 1.78363, -0.30234], [2.04800, 1.39139, 0.97166], [1.64408, 2.10418, 2.09089], [0.84841, 3.22723, 1.92631], [2.99039, -0.08981, 1.21910], [4.56533, 0.45882, 0.58032], [2.51463, -1.10189, 0.18831], [-0.49477, 5.16594, -0.53504], [-0.13011, 5.65517, 1.12268], [-1.48575, 4.58257, 0.80096], [0.54249, 3.20748, -1.43999], [1.99035, 1.22710, -1.17453], [1.93713, 1.77657, 3.08124], [0.53600, 3.79197, 2.79650], [4.43765, 0.81622, -0.43983], [5.23802, -0.39617, 0.61197], [4.93654, 1.25310, 1.22729]], "nbo_charge": [0.856, 0.101, -0.077, -0.221, -0.220, 0.167, -0.212, -0.224, -0.502, 0.121, 0.132, -0.203, -0.135, -0.228, 0.071, -0.529, 0.241, 0.217, 0.219, 0.232, 0.187, 0.236, 0.240, 0.243, 0.214, -0.639, 0.024, -0.197, -0.247, -0.224, -0.219, -0.201, 1.285, -0.811, -1.057, 0.226, 0.234, 0.236, 0.227, 0.225, 0.236, 0.229, 0.241, 0.256, 0.250], "e_above_lowest_kj_mol": 12.23, "charge": 1, "homo_lumo_gap_ha": 0.2816, "lumo_energy_ev": -3.60, "total_energy_ev": -151588.2730, "e_homo_ev": -11.2674}



{"formula": "C6H12O", "method": "ωB97M-V/def2-TZVPD", "species": ["C", "C", "C", "C", "C", "C", "H", "H", "H", "H", "H", "H", "H", "H", "H", "H", "H", "H", "O"], "coordinates": [[0.78436, 0.64206, 2.63021], [0.26108, 0.77676, 1.27701], [0.22599, -0.16342, 0.32074], [-0.78969, -0.06577, -0.71466], [-0.69531, 0.77841, -1.73410], [-1.71786, 0.81997, -2.83492], [0.16278, -0.26588, 3.00819], [0.71277, 1.46296, 3.41322], [1.71799, 0.08264, 2.57716], [-0.46266, 1.65240, 1.00104], [0.85383, -1.02496, 0.01928], [-1.73012, -0.67299, -0.51258], [0.13775, 1.40708, -1.96941], [-2.20035, -0.17830, -3.08720], [-2.48956, 1.59660, -2.68772], [-1.19970, 1.08385, -3.73808], [1.67340, -1.91610, 0.99026], [2.28854, -3.41857, 0.81194], [2.46677, -2.59672, 1.22964]], "nbo_charge": [-0.792, -0.321, -0.498, -0.160, -0.250, -0.633, 0.099, 0.200, 0.215, 0.170, 0.160, 0.175, 0.189, 0.197, 0.194, 0.190, 0.464, 0.442, -1.042], "e_above_lowest_kj_mol": 278.53, "charge": -1, "homo_lumo_gap_ha": [0.1029, 0.2833], "lumo_energy_ev": [3.82, 3.79], "spin_multiplicity": 2, "total_energy_ev": -8459.9506, "e_homo_ev": [1.0158, -3.9142]}